# 1
C68H187N17O17 | wB97M-V/def2-TZVPD

Last column: Mulliken charge in e.
Cartesian coordinates (Å):
C (-2.010, 5.013, -3.717)  -1.428
C (-2.294, 3.687, -4.210)  0.637
C (-1.493, 3.428, -5.553)  -0.346
O (-1.850, 4.414, -6.559)  -0.405
C (-1.075, 4.381, -7.724)  -0.668
N (-1.981, 2.748, -3.116)  0.817
H (-2.076, 5.760, -4.509)  0.479
H (-1.017, 5.070, -3.271)  0.140
H (-2.730, 5.298, -2.950)  0.185
H (-3.346, 3.664, -4.496)  0.421
H (-1.671, 2.476, -6.054)  0.208
H (-0.436, 3.445, -5.290)  0.099
H (-1.445, 5.157, -8.394)  0.295
H (-1.096, 3.434, -8.262)  0.197
H (-0.032, 4.588, -7.487)  0.306
H (-2.266, 1.845, -3.468)  -0.322
H (-2.693, 2.903, -2.416)  -0.758
C (4.702, -3.613, -0.913)  -2.151
C (5.483, -2.617, -1.721)  1.973
C (6.687, -3.219, -2.534)  -0.958
O (6.166, -4.112, -3.530)  -0.346
C (7.135, -4.485, -4.504)  -0.895
N (4.558, -1.945, -2.591)  0.097
H (3.970, -3.148, -0.253)  0.153
H (5.348, -4.270, -0.331)  0.629
H (4.245, -4.401, -1.512)  0.549
H (5.964, -1.888, -1.069)  -0.877
H (7.249, -3.755, -1.768)  0.467
H (7.168, -2.415, -3.091)  0.412
H (7.279, -3.694, -5.240)  0.318
H (6.906, -5.447, -4.962)  0.249
H (8.099, -4.551, -3.999)  0.331
H (3.663, -2.270, -2.256)  -0.412
H (4.615, -2.333, -3.522)  0.343
C (-2.540, -6.147, -2.007)  -0.662
C (-2.388, -7.728, -1.833)  -0.101
C (-0.914, -8.160, -2.082)  -0.630
O (-0.502, -7.950, -3.459)  -0.312
C (0.832, -8.423, -3.729)  -0.607
N (-2.649, -7.967, -0.426)  -0.517
H (-2.220, -5.796, -2.988)  0.375
H (-2.111, -5.466, -1.272)  -0.176
H (-3.609, -5.957, -1.905)  0.448
H (-2.931, -8.308, -2.580)  0.391
H (-0.831, -9.216, -1.826)  0.416
H (-0.240, -7.546, -1.484)  0.337
H (0.948, -8.315, -4.807)  0.220
H (0.942, -9.439, -3.351)  0.295
H (1.518, -7.795, -3.159)  0.196
H (-2.401, -8.909, -0.158)  0.222
H (-3.624, -7.993, -0.166)  0.240
C (-4.085, 6.201, 3.462)  -1.159
C (-5.324, 5.285, 3.662)  0.565
C (-5.387, 4.325, 2.448)  0.518
O (-5.449, 4.957, 1.209)  -0.048
C (-6.564, 5.825, 1.030)  -1.187
N (-4.958, 4.505, 4.835)  -0.699
H (-4.152, 7.151, 3.992)  0.474
H (-4.161, 6.631, 2.463)  0.396
H (-3.048, 5.866, 3.488)  0.100
H (-6.217, 5.876, 3.862)  0.410
H (-6.127, 3.530, 2.550)  0.444
H (-4.409, 3.851, 2.370)  -1.131
H (-7.426, 5.298, 1.442)  0.485
H (-6.707, 6.093, -0.016)  0.187
H (-6.422, 6.754, 1.581)  0.382
H (-5.580, 3.709, 4.837)  0.261
H (-4.100, 4.048, 4.561)  -0.069
C (9.724, -1.848, -0.379)  -1.002
C (10.192, -0.621, -1.125)  0.113
C (9.056, -0.155, -2.039)  -0.784
O (7.798, 0.023, -1.375)  0.215
C (6.901, 0.812, -2.220)  -0.849
N (10.394, 0.385, -0.035)  -0.717
H (9.633, -2.657, -1.104)  0.299
H (8.741, -1.652, 0.050)  -0.070
H (10.472, -2.118, 0.367)  0.415
H (11.044, -0.883, -1.753)  0.398
H (8.871, -0.833, -2.872)  0.361
H (9.388, 0.725, -2.591)  0.450
H (6.455, 0.179, -2.987)  0.326
H (7.362, 1.681, -2.690)  0.394
H (6.001, 1.157, -1.710)  -0.045
H (10.742, 1.218, -0.487)  0.275
H (9.563, 0.618, 0.490)  0.246
C (0.963, -1.003, -5.776)  -1.113
C (0.054, -0.224, -6.809)  0.669
C (0.485, -0.411, -8.302)  -0.947
O (-0.331, 0.461, -9.113)  -0.256
C (0.262, 0.766, -10.427)  -0.875
N (-1.376, -0.617, -6.630)  -0.544
H (1.946, -0.539, -5.698)  0.394
H (1.080, -2.063, -6.003)  0.396
H (0.472, -0.975, -4.803)  -0.212
H (0.127, 0.854, -6.668)  -0.065
H (0.248, -1.374, -8.756)  0.435
H (1.554, -0.232, -8.422)  0.441
H (1.206, 1.305, -10.352)  0.355
H (-0.358, 1.555, -10.853)  0.272
H (0.293, -0.134, -11.040)  0.307
H (-1.961, -0.021, -7.199)  0.234
H (-1.432, -1.518, -7.082)  0.282
C (-1.441, -2.172, 3.592)  -0.477
C (-2.422, -3.182, 2.982)  -0.029
C (-2.816, -2.662, 1.548)  0.797
O (-3.411, -3.724, 0.701)  -0.600
C (-3.868, -3.140, -0.511)  -0.547
N (-1.677, -4.365, 2.908)  -0.326
H (-1.884, -1.180, 3.687)  -0.890
H (-0.530, -1.977, 3.026)  0.247
H (-1.162, -2.452, 4.607)  0.272
H (-3.282, -3.305, 3.640)  0.514
H (-1.886, -2.339, 1.079)  -0.517
H (-3.446, -1.785, 1.697)  -0.132
H (-4.552, -3.811, -1.031)  0.473
H (-2.982, -3.078, -1.144)  0.079
H (-4.472, -2.242, -0.388)  0.327
H (-2.317, -5.100, 2.643)  0.424
H (-1.383, -4.610, 3.843)  0.111
C (1.816, 3.770, 2.720)  -0.653
C (1.294, 5.177, 2.720)  0.586
C (-0.189, 5.340, 2.290)  -0.363
O (-0.390, 4.836, 0.938)  -0.452
C (-1.706, 5.099, 0.467)  0.280
N (1.529, 5.718, 4.048)  -0.862
H (1.403, 3.144, 3.512)  0.125
H (2.899, 3.819, 2.828)  0.719
H (1.509, 3.249, 1.814)  -0.628
H (1.991, 5.669, 2.042)  0.407
H (-0.361, 6.414, 2.223)  0.632
H (-0.860, 4.922, 3.040)  -0.512
H (-2.426, 4.619, 1.129)  -0.221
H (-1.888, 4.615, -0.493)  -0.520
H (-1.809, 6.179, 0.366)  0.522
H (0.918, 5.255, 4.706)  0.141
H (2.412, 5.272, 4.254)  0.462
C (-5.246, 1.113, 0.106)  -0.122
C (-5.808, 2.001, -1.076)  1.193
C (-7.189, 2.600, -0.685)  -0.873
O (-8.199, 1.561, -0.501)  -0.396
C (-8.646, 1.038, -1.718)  -0.517
N (-4.961, 3.110, -1.412)  0.085
H (-6.081, 0.547, 0.519)  0.625
H (-4.693, 1.703, 0.837)  -0.301
H (-4.522, 0.378, -0.247)  -0.508
H (-5.916, 1.386, -1.970)  -0.435
H (-7.540, 3.421, -1.310)  0.661
H (-7.098, 3.100, 0.280)  -0.093
H (-9.199, 0.120, -1.520)  0.278
H (-7.794, 0.756, -2.336)  0.102
H (-9.202, 1.859, -2.171)  0.287
H (-5.425, 3.751, -2.040)  0.307
H (-4.916, 3.673, -0.575)  -0.312
C (6.693, -1.058, 4.463)  -1.245
C (7.482, -0.829, 3.192)  -0.076
C (6.615, -0.681, 1.887)  -0.030
O (5.517, 0.119, 2.201)  -0.406
C (4.591, 0.280, 1.109)  0.674
N (8.364, 0.297, 3.534)  -0.788
H (6.124, -0.183, 4.778)  0.214
H (7.357, -1.342, 5.279)  0.426
H (5.883, -1.763, 4.277)  0.255
H (8.279, -1.571, 3.141)  0.524
H (6.328, -1.677, 1.549)  0.156
H (7.193, -0.227, 1.083)  0.062
H (4.188, -0.699, 0.850)  -0.159
H (5.158, 0.764, 0.314)  -0.034
H (3.748, 0.912, 1.389)  -0.228
H (7.737, 1.088, 3.563)  0.330
H (9.023, 0.605, 2.834)  0.230
C (2.967, 0.358, 4.664)  -1.533
C (1.693, -0.418, 4.445)  2.282
C (1.290, -1.245, 5.727)  -0.499
O (2.243, -2.259, 6.227)  -0.522
C (2.445, -3.360, 5.319)  -0.451
N (0.596, 0.450, 4.093)  1.989
H (2.870, 1.409, 4.935)  0.150
H (3.526, 0.149, 3.753)  0.079
H (3.492, -0.050, 5.528)  0.551
H (1.904, -1.065, 3.594)  -0.618
H (0.329, -1.760, 5.703)  0.157
H (1.193, -0.513, 6.529)  -0.180
H (1.449, -3.743, 5.095)  0.187
H (3.072, -4.144, 5.744)  0.346
H (2.940, -2.988, 4.423)  0.098
H (-0.216, -0.149, 4.041)  -1.483
H (0.658, 0.693, 3.114)  -0.462
C (1.413, -3.806, 1.231)  -0.800
C (0.524, -4.490, 0.271)  3.035
C (1.382, -4.850, -0.981)  -1.621
O (1.881, -3.728, -1.777)  0.069
C (0.851, -3.072, -2.538)  -0.363
N (-0.070, -5.665, 0.858)  -0.876
H (0.931, -3.628, 2.193)  0.156
H (1.860, -2.883, 0.862)  -0.758
H (2.285, -4.429, 1.427)  0.477
H (-0.244, -3.741, 0.075)  -0.935
H (0.793, -5.385, -1.726)  0.214
H (2.092, -5.613, -0.662)  0.529
H (0.056, -2.684, -1.903)  -0.011
H (0.387, -3.685, -3.310)  0.590
H (1.354, -2.300, -3.121)  -0.105
H (-0.591, -6.136, 0.132)  -0.100
H (-0.779, -5.383, 1.519)  0.480
C (-5.353, -0.411, 3.548)  -1.233
C (-5.749, 0.320, 4.829)  -0.005
C (-4.627, 0.376, 5.839)  -0.191
O (-4.142, -0.946, 6.168)  -0.448
C (-3.009, -0.889, 7.044)  -0.454
N (-6.252, 1.605, 4.460)  -0.382
H (-6.243, -0.422, 2.918)  0.622
H (-4.980, -1.434, 3.584)  0.302
H (-4.625, 0.148, 2.960)  0.034
H (-6.595, -0.138, 5.341)  0.334
H (-4.939, 1.010, 6.669)  0.476
H (-3.775, 0.929, 5.445)  -0.283
H (-3.158, -0.240, 7.907)  0.426
H (-2.235, -0.386, 6.466)  -0.044
H (-2.758, -1.927, 7.260)  0.340
H (-6.765, 2.038, 5.214)  0.395
H (-6.964, 1.463, 3.758)  0.164
C (3.294, 3.534, -0.914)  -1.567
C (2.131, 3.650, -1.940)  0.483
C (2.337, 2.540, -3.072)  -0.031
O (3.581, 2.724, -3.770)  -0.514
C (3.964, 1.634, -4.617)  -0.394
N (0.889, 3.347, -1.232)  0.744
H (3.292, 2.584, -0.380)  0.148
H (3.284, 4.236, -0.080)  0.262
H (4.313, 3.556, -1.303)  0.498
H (2.089, 4.620, -2.437)  0.607
H (1.466, 2.474, -3.725)  -0.015
H (2.431, 1.573, -2.579)  0.249
H (3.162, 1.544, -5.349)  0.249
H (4.113, 0.657, -4.157)  0.000
H (4.901, 2.023, -5.016)  0.310
H (0.132, 3.318, -1.900)  -0.569
H (0.665, 4.094, -0.589)  0.038
C (-4.847, -0.175, -4.396)  -1.752
C (-3.811, -1.123, -3.792)  1.412
C (-3.647, -2.557, -4.418)  -0.774
O (-4.887, -3.252, -4.315)  -0.361
C (-4.897, -4.571, -4.793)  -0.708
N (-2.580, -0.227, -3.938)  0.780
H (-4.952, -0.226, -5.480)  0.373
H (-4.717, 0.845, -4.032)  0.205
H (-5.795, -0.557, -4.015)  0.399
H (-3.988, -1.212, -2.720)  -0.561
H (-2.775, -3.116, -4.078)  0.393
H (-3.467, -2.465, -5.489)  0.374
H (-4.131, -5.220, -4.371)  0.182
H (-4.794, -4.566, -5.878)  0.363
H (-5.835, -5.123, -4.723)  0.285
H (-1.801, -0.327, -3.303)  -0.304
H (-2.194, -0.374, -4.860)  -0.178
C (-1.211, 3.524, 5.648)  -0.169
C (-0.470, 3.770, 7.005)  -0.156
C (0.161, 2.453, 7.539)  -0.390
O (-0.898, 1.621, 8.091)  -0.268
C (-0.548, 0.500, 8.913)  -0.720
N (0.635, 4.699, 6.693)  -0.710
H (-1.615, 4.479, 5.312)  0.166
H (-2.058, 2.908, 5.949)  0.224
H (-0.599, 2.970, 4.937)  -0.256
H (-1.111, 4.180, 7.785)  0.612
H (1.002, 2.676, 8.197)  0.514
H (0.682, 1.815, 6.825)  -0.205
H (0.085, 0.795, 9.750)  0.378
H (-0.036, -0.250, 8.311)  0.225
H (-1.446, 0.068, 9.355)  0.277
H (1.315, 4.123, 6.217)  0.184
H (1.092, 4.909, 7.569)  0.308
C (1.004, -0.333, -0.043)  -0.124
C (-0.323, 0.009, -0.685)  2.142
C (-1.087, 1.028, 0.211)  0.361
O (-1.420, 0.534, 1.509)  1.551
C (-1.870, 1.582, 2.417)  0.503
N (-0.161, 0.485, -2.042)  1.239
H (1.619, -1.057, -0.578)  -0.212
H (0.909, -0.858, 0.907)  -0.140
H (1.630, 0.559, 0.009)  -0.305
H (-0.830, -0.948, -0.810)  -1.069
H (-2.006, 1.389, -0.249)  0.188
H (-0.390, 1.842, 0.414)  -0.807
H (-2.777, 2.014, 1.995)  -0.702
H (-1.116, 2.342, 2.619)  -0.194
H (-2.256, 1.200, 3.362)  -0.300
H (0.688, 1.030, -2.002)  -0.965
H (-0.841, 1.167, -2.348)  -0.807

Summary:
orbital gap = 9.086 eV
E_tot = -133674.6458 eV

# 2
C30H48BO18P | wB97M-V/def2-TZVPD

Last column: Mulliken charge in e.
Cartesian coordinates (Å):
O (1.454, 1.485, -0.931)  -0.605
C (1.531, 1.247, 0.250)  0.340
O (1.123, 0.042, 0.760)  -0.456
C (2.085, 2.222, 1.261)  0.757
B (1.896, 1.931, 2.785)  0.490
P (1.602, 3.502, 3.834)  0.065
O (2.794, 4.515, 3.261)  -0.429
O (2.149, 3.097, 5.343)  -0.483
H (1.487, -0.632, 0.161)  0.336
H (3.167, 2.227, 1.055)  -0.604
H (1.694, 3.213, 0.993)  0.143
H (1.849, 0.837, 3.239)  -0.086
H (3.671, 4.305, 3.609)  0.285
H (2.634, 3.817, 5.767)  0.291
O (4.949, 0.102, 0.899)  -0.610
C (5.729, 0.897, 1.343)  0.332
O (5.386, 2.201, 1.492)  -0.217
C (6.519, 2.975, 1.949)  -0.420
C (7.438, 1.954, 2.610)  -0.782
C (7.158, 0.690, 1.794)  0.256
H (6.970, 3.463, 1.087)  0.259
H (6.156, 3.743, 2.628)  0.323
H (8.481, 2.263, 2.609)  0.401
H (7.134, 1.794, 3.646)  0.281
H (7.791, 0.619, 0.909)  0.375
H (7.250, -0.221, 2.370)  -0.308
O (-3.388, -0.523, 4.234)  -0.617
C (-3.196, -0.427, 3.057)  0.342
O (-2.071, 0.130, 2.551)  -0.298
C (-2.148, 0.196, 1.112)  -0.219
C (-3.166, -0.866, 0.717)  0.325
C (-4.104, -0.862, 1.920)  -0.193
H (-2.476, 1.201, 0.834)  0.240
H (-1.159, 0.020, 0.702)  0.074
H (-3.666, -0.674, -0.228)  0.212
H (-2.672, -1.837, 0.643)  -0.360
H (-4.902, -0.125, 1.817)  0.124
H (-4.541, -1.833, 2.133)  0.384
O (-5.184, -1.004, -1.874)  -0.650
C (-6.256, -0.928, -1.347)  0.479
O (-6.496, -1.439, -0.114)  -0.322
C (-7.891, -1.295, 0.220)  -0.430
C (-8.398, -0.156, -0.656)  -0.687
C (-7.523, -0.309, -1.899)  -0.072
H (-8.391, -2.241, 0.001)  0.258
H (-7.964, -1.096, 1.286)  0.340
H (-9.467, -0.213, -0.849)  0.348
H (-8.192, 0.801, -0.177)  0.297
H (-7.952, -1.009, -2.619)  0.160
H (-7.303, 0.633, -2.396)  0.244
O (6.355, 5.567, -0.062)  -0.580
C (5.288, 5.602, -0.606)  0.322
O (5.044, 6.403, -1.666)  -0.394
C (3.659, 6.310, -2.054)  -0.477
C (3.179, 4.968, -1.509)  -0.572
C (4.036, 4.824, -0.254)  0.847
H (3.125, 7.153, -1.610)  0.238
H (3.605, 6.387, -3.136)  0.369
H (2.107, 4.938, -1.328)  0.330
H (3.421, 4.172, -2.214)  0.307
H (3.579, 5.292, 0.621)  0.179
H (4.291, 3.797, -0.013)  -0.542
O (-7.625, 2.397, -4.346)  -0.585
C (-7.922, 1.660, -5.239)  0.564
O (-8.948, 1.918, -6.084)  -0.357
C (-9.149, 0.813, -6.983)  -0.416
C (-7.818, 0.067, -7.010)  -0.549
C (-7.291, 0.330, -5.601)  -0.167
H (-9.960, 0.197, -6.587)  0.246
H (-9.448, 1.210, -7.949)  0.319
H (-7.926, -0.985, -7.263)  0.345
H (-7.153, 0.525, -7.743)  0.270
H (-7.646, -0.412, -4.884)  -0.012
H (-6.208, 0.391, -5.545)  0.370
O (8.856, -1.910, 3.046)  -0.580
C (8.059, -2.772, 2.813)  0.555
O (7.081, -2.624, 1.889)  -0.291
C (6.197, -3.761, 1.913)  -0.431
C (7.016, -4.892, 2.524)  -0.451
C (7.932, -4.129, 3.478)  -0.484
H (5.325, -3.500, 2.516)  0.260
H (5.875, -3.958, 0.895)  0.301
H (6.400, -5.650, 3.002)  0.324
H (7.611, -5.377, 1.749)  0.263
H (7.474, -3.981, 4.458)  0.250
H (8.913, -4.577, 3.609)  0.306
O (-0.760, -7.604, -1.717)  -0.565
C (-1.055, -6.556, -1.227)  0.466
O (-0.555, -5.378, -1.676)  -0.371
C (-1.002, -4.292, -0.847)  -0.364
C (-2.271, -4.801, -0.173)  -0.305
C (-1.985, -6.296, -0.054)  -0.481
H (-0.214, -4.064, -0.125)  0.193
H (-1.165, -3.422, -1.479)  0.337
H (-2.477, -4.307, 0.774)  0.296
H (-3.127, -4.640, -0.830)  0.230
H (-1.447, -6.543, 0.863)  0.266
H (-2.868, -6.923, -0.128)  0.308

Summary:
orbital gap = 8.068 eV
E_tot = -78710.8066 eV